{
  "formula": "C33H42N3NaO2",
  "method": "ωB97M-V with the def2-TZVPD basis set",
  "relative_energy_kj_mol": 0.0,
  "total_energy_ha": -1759.74529,
  "charge": -2,
  "largest_force_ev_per_a": 0.59,
  "homo_lumo_gap_ev": 4.609,
  "e_lumo_ev": 4.0,
  "molar_mass_g_mol": 535.7,
  "elements": ["Na", "C", "C", "C", "C", "C", "C", "C", "C", "C", "C", "C", "C", "H", "H", "H", "H", "H", "H", "H", "H", "H", "H", "H", "H", "H", "H", "H", "H", "H", "H", "C", "C", "O", "C", "C", "C", "N", "N", "C", "O", "C", "C", "C", "C", "C", "C", "H", "H", "H", "H", "H", "H", "H", "H", "H", "H", "H", "H", "C", "N", "C", "C", "C", "C", "C", "C", "C", "C", "H", "H", "H", "H", "H", "H", "H", "H", "H", "H", "H", "H"],
  "positions_angstrom": [[0.1064, -0.5008, 0.5677], [2.1050, 3.7190, -0.8826], [0.6930, 3.2250, -1.0854], [-0.3529, 3.7158, -0.2952], [-0.1589, 4.9435, 0.5662], [-1.6038, 3.0912, -0.3429], [-2.6879, 3.4415, 0.6426], [-1.8396, 2.0803, -1.2794], [-3.1716, 1.3888, -1.3074], [-0.8343, 1.6903, -2.1650], [-1.1558, 0.6277, -3.1807], [0.4432, 2.2436, -2.0505], [1.5618, 1.7712, -2.9379], [2.4173, 4.4359, -1.6518], [2.8108, 2.8890, -0.9143], [2.2329, 4.1967, 0.0855], [0.0360, 4.7176, 1.6179], [-1.0505, 5.5717, 0.5402], [0.6633, 5.5592, 0.2050], [-3.5599, 3.8923, 0.1575], [-2.3417, 4.1275, 1.4108], [-2.9997, 2.5252, 1.1474], [-3.9654, 2.0211, -0.9124], [-3.1208, 0.4843, -0.6939], [-3.4538, 1.0918, -2.3167], [-1.8632, 1.0068, -3.9289], [-1.6148, -0.2302, -2.6905], [-0.2742, 0.2523, -3.6873], [1.9855, 0.8433, -2.5450], [2.3546, 2.5127, -3.0242], [1.2111, 1.5602, -3.9474], [-3.8329, 0.2402, 3.0696], [-2.9236, -0.3082, 1.9590], [-1.9475, 0.4327, 1.6499], [-3.2971, -1.5249, 1.4064], [-2.6584, -2.2523, 0.3410], [-3.2171, -3.6302, 0.0471], [-1.6698, -1.7596, -0.3290], [-1.1684, -2.6307, -1.3179], [-0.0617, -2.1446, -1.8346], [0.5540, -1.0787, -1.5694], [0.5472, -3.0108, -2.9206], [-0.0874, -4.1524, -3.4163], [0.4959, -4.9024, -4.4226], [1.7283, -4.5276, -4.9513], [2.3655, -3.3991, -4.4610], [1.7783, -2.6455, -3.4534], [-3.2217, 0.7483, 3.8179], [-4.5119, 0.9860, 2.6421], [-4.4413, -0.5280, 3.5512], [-4.1549, -2.0109, 1.8598], [-4.1005, -3.8258, 0.6546], [-3.4642, -3.7198, -1.0121], [-2.4645, -4.3969, 0.2415], [-1.0409, -4.4167, -2.9786], [-0.0087, -5.7865, -4.7990], [2.1855, -5.1190, -5.7384], [3.3296, -3.1016, -4.8602], [2.2570, -1.7647, -3.0478], [0.5171, 2.1552, 3.0356], [0.9787, 0.7978, 2.9410], [0.3574, -0.0521, 3.9264], [2.4262, 0.7096, 2.9771], [2.9778, -0.6592, 2.6348], [4.0849, -1.0961, 3.3629], [4.7033, -2.2989, 3.0478], [4.1843, -3.0499, 2.0037], [3.0629, -2.5972, 1.3102], [2.3937, -1.3915, 1.5788], [0.7606, 2.6235, 4.0153], [-0.5634, 2.1781, 2.8872], [0.9902, 2.7488, 2.2524], [0.6229, 0.2516, 4.9622], [0.6875, -1.0784, 3.7723], [-0.7237, -0.0054, 3.8047], [2.8055, 1.0289, 3.9754], [2.8087, 1.4405, 2.2543], [4.4686, -0.4906, 4.1853], [5.5676, -2.6443, 3.6097], [4.6473, -3.9963, 1.7271], [2.7009, -3.2387, 0.5065]],
  "forces_ev_per_a": [[0.1525, 0.1782, 0.3451], [0.1146, 0.0767, -0.0345], [-0.0856, 0.0633, -0.0153], [-0.0777, -0.0730, -0.0340], [0.0103, 0.0761, 0.0601], [0.1351, 0.0466, -0.0954], [-0.0230, -0.0087, 0.0385], [-0.0158, 0.2086, 0.1045], [-0.1224, -0.0634, 0.0013], [0.0001, -0.0912, 0.0023], [-0.0523, -0.0621, -0.0801], [-0.0709, 0.0662, 0.0611], [0.1107, -0.0809, -0.0972], [-0.0019, 0.0098, 0.0145], [-0.0225, -0.0287, -0.0031], [-0.0222, 0.0243, 0.0490], [0.0253, -0.0675, 0.0339], [-0.0192, -0.0191, -0.0123], [0.0373, -0.0169, -0.0164], [-0.0200, 0.0025, 0.0075], [0.0362, 0.0406, 0.0377], [-0.0234, 0.0139, -0.0072], [-0.0175, -0.0106, 0.0072], [-0.0084, -0.0435, -0.0026], [0.0022, -0.0059, -0.0148], [0.0138, 0.0151, -0.0124], [-0.0213, -0.0110, 0.0089], [0.0028, -0.0095, -0.0054], [-0.0021, -0.0455, 0.0065], [0.0168, 0.0068, 0.0114], [-0.0169, 0.0090, 0.0016], [-0.0406, 0.0332, -0.0529], [-0.0673, 0.1511, 0.1059], [0.0845, -0.0848, -0.0584], [-0.1585, -0.0738, 0.1683], [-0.0972, 0.0893, 0.0094], [0.0861, 0.0181, -0.1422], [-0.0167, -0.5506, -0.2015], [-0.0822, 0.2860, 0.1601], [0.1934, -0.1586, -0.2808], [0.1600, 0.0969, -0.0236], [-0.1590, -0.0658, -0.0058], [0.0276, 0.1527, 0.1123], [0.0174, -0.0439, -0.0390], [-0.0270, -0.1276, -0.0914], [0.0780, 0.0540, -0.0008], [-0.0263, -0.0361, -0.0073], [0.0290, -0.0249, 0.0159], [0.0379, 0.0303, -0.0007], [0.0180, -0.0308, -0.0197], [0.0139, 0.0149, -0.0073], [-0.0221, -0.0032, 0.0204], [-0.0226, 0.0092, -0.0006], [0.0281, 0.0204, 0.0248], [-0.0137, -0.0384, -0.0239], [0.0142, 0.0027, -0.0076], [-0.0006, 0.0185, 0.0137], [-0.0051, -0.0215, -0.0111], [-0.0036, 0.0314, 0.0249], [-0.0537, 0.0685, 0.0661], [0.1064, -0.0659, -0.1199], [-0.0255, -0.0281, 0.0706], [-0.0106, 0.1524, 0.1213], [0.0730, -0.0901, -0.0327], [-0.0300, 0.0760, 0.0382], [0.1172, -0.0533, 0.0787], [0.0307, -0.1120, -0.0615], [0.0005, -0.0686, -0.0272], [-0.0943, 0.1339, 0.0413], [0.0003, -0.0220, -0.0249], [-0.0375, 0.0089, -0.0234], [-0.0090, 0.0516, -0.0413], [0.0030, 0.0086, -0.0446], [-0.0099, -0.0309, 0.0124], [-0.0434, -0.0079, 0.0023], [-0.0242, 0.0067, -0.0507], [-0.0139, -0.0158, -0.0212], [0.0049, -0.0198, -0.0160], [-0.0272, 0.0173, -0.0119], [0.0165, 0.0200, 0.0393], [-0.0535, 0.0214, -0.0356]],
  "mulliken_charge": [0.003, -2.805, 1.737, 0.793, -2.334, 1.553, -2.260, 0.845, -2.368, 1.916, -2.608, 0.771, -2.494, 0.354, 0.489, 0.529, 0.282, 0.534, 0.492, 0.435, 0.435, 0.004, 0.461, 0.170, 0.483, 0.468, 0.354, 0.380, 0.242, 0.535, 0.511, -1.825, 1.103, -0.039, -1.242, 0.568, -1.457, 0.995, -0.797, -0.027, -0.692, 0.337, -0.250, -0.650, -0.289, -0.674, -0.268, 0.300, 0.258, 0.412, 0.024, 0.431, 0.247, 0.256, 0.470, 0.362, 0.338, 0.373, 0.318, -0.910, 1.108, -0.976, -1.069, 0.972, -0.741, -0.536, -0.569, -0.208, -0.434, 0.323, 0.161, -0.008, 0.259, 0.292, 0.106, 0.141, 0.334, 0.255, 0.314, 0.350, 0.348]
}